# C65H167N9O21

A 14-piece molecular cluster, C65H167N9O21 overall (ωB97M-V/def2-TZVPD, OMol25).

Last columns: bonded neighbours and bond lengths (Å).
Element x y z (Å)
1 C -0.02 -26.41 15.86  C2 1.547, H5 1.090, H6 1.090, H7 1.090
2 C -1.16 -25.50 16.38  C1 1.547, C3 1.561, O4 1.373, H8 1.090
3 C -1.57 -24.49 15.27  C2 1.561, H9 1.090, H10 1.090, H11 1.090
4 O -2.23 -26.31 16.66  C2 1.373, H12 0.960
5 H 0.82 -25.77 15.60  C1 1.090
6 H -0.37 -26.95 14.98  C1 1.090
7 H 0.46 -27.03 16.62  C1 1.090
8 H -0.85 -24.92 17.25  C2 1.090
9 H -1.70 -24.93 14.28  C3 1.090
10 H -0.80 -23.72 15.13  C3 1.090
11 H -2.55 -24.10 15.54  C3 1.090
12 H -2.84 -25.80 17.20  O4 0.960
13 C 5.52 -27.15 16.02  C14 1.533, H17 1.090, H18 1.090, H19 1.090
14 C 6.59 -26.27 16.67  C13 1.533, C15 1.519, O16 1.371, H20 1.090
15 C 6.30 -24.82 16.32  C14 1.519, H21 1.090, H22 1.090, H23 1.090
16 O 6.48 -26.38 18.04  C14 1.371, H24 0.960
17 H 5.42 -28.16 16.41  C13 1.090
18 H 5.63 -27.24 14.94  C13 1.090
19 H 4.55 -26.67 16.12  C13 1.090
20 H 7.56 -26.57 16.28  C14 1.090
21 H 6.39 -24.70 15.25  C15 1.090
22 H 7.01 -24.16 16.83  C15 1.090
23 H 5.31 -24.53 16.65  C15 1.090
24 H 7.16 -25.82 18.40  O16 0.960
25 C 3.54 -34.35 24.24  C26 1.540, H29 1.090, H30 1.090, H31 1.090
26 C 4.13 -33.41 23.17  C25 1.540, C27 1.519, O28 1.446, H32 1.090
27 C 4.22 -31.99 23.71  C26 1.519, H33 1.090, H34 1.090, H35 1.090
28 O 5.39 -33.95 22.71  C26 1.446, H36 0.960
29 H 4.21 -34.54 25.08  C25 1.090
30 H 3.42 -35.36 23.85  C25 1.090
31 H 2.58 -34.09 24.69  C25 1.090
32 H 3.55 -33.35 22.25  C26 1.090
33 H 3.27 -31.63 24.11  C27 1.090
34 H 4.66 -31.34 22.96  C27 1.090
35 H 4.93 -31.91 24.54  C27 1.090
36 H 5.18 -34.82 22.36  O28 0.960
37 C 7.26 -33.79 17.93  C38 1.576, H41 1.090, H42 1.090, H43 1.090
38 C 5.96 -33.10 18.47  C37 1.576, C39 1.579, O40 1.373, H44 1.090
39 C 6.42 -32.06 19.57  C38 1.579, H45 1.090, H46 1.090, H47 1.090
40 O 5.44 -32.37 17.43  C38 1.373, H48 0.960
41 H 8.14 -33.14 17.89  C37 1.090
42 H 7.04 -34.17 16.94  C37 1.090
43 H 7.61 -34.62 18.55  C37 1.090
44 H 5.20 -33.79 18.84  C38 1.090
45 H 6.86 -31.21 19.06  C39 1.090
46 H 7.12 -32.56 20.24  C39 1.090
47 H 5.58 -31.69 20.18  C39 1.090
48 H 4.64 -31.96 17.76  O40 0.960
49 C -1.38 -28.43 23.99  C50 1.514, H53 1.090, H54 1.090, H55 1.090
50 C -0.83 -29.31 22.89  C49 1.514, C51 1.514, O52 1.460, H56 1.090
51 C 0.57 -29.72 23.29  C50 1.514, H57 1.090, H58 1.090, H59 1.090
52 O -1.70 -30.48 22.97  C50 1.460, H60 0.960
53 H -2.39 -28.11 23.74  C49 1.090
54 H -0.83 -27.49 24.00  C49 1.090
55 H -1.24 -28.69 25.03  C49 1.090
56 H -0.96 -28.85 21.91  C50 1.090
57 H 1.28 -28.90 23.20  C51 1.090
58 H 0.92 -30.60 22.74  C51 1.090
59 H 0.60 -29.95 24.36  C51 1.090
60 H -2.54 -30.17 22.63  O52 0.960
61 C 2.41 -31.31 20.21  C62 1.517, H67 1.090, H68 1.090, H69 1.090
62 C 2.02 -31.10 18.75  C61 1.517, C63 1.533, N66 1.444, H70 1.090
63 C 0.74 -30.27 18.62  C62 1.533, O64 1.424, H71 1.090, H72 1.090
64 O 0.48 -29.95 17.26  C63 1.424, C65 1.418
65 C -0.82 -29.45 16.99  O64 1.418, H73 1.090, H74 1.090, H75 1.090
66 N 3.13 -30.39 18.16  C62 1.444, H76 1.010, H77 1.010
67 H 1.65 -31.69 20.89  C61 1.090
68 H 2.75 -30.34 20.57  C61 1.090
69 H 3.27 -31.97 20.32  C61 1.090
70 H 1.76 -31.99 18.19  C62 1.090
71 H 0.83 -29.38 19.25  C63 1.090
72 H -0.11 -30.85 19.00  C63 1.090
73 H -0.80 -29.12 15.96  C65 1.090
74 H -1.09 -28.63 17.65  C65 1.090
75 H -1.65 -30.16 17.06  C65 1.090
76 H 2.79 -30.00 17.29  N66 1.010
77 H 3.35 -29.57 18.72  N66 1.010
78 C 5.05 -26.13 24.88  C79 1.534, H84 1.090, H85 1.090, H86 1.090
79 C 5.02 -27.46 25.65  C78 1.534, C80 1.516, N83 1.459, H87 1.090
80 C 5.05 -27.28 27.16  C79 1.516, O81 1.407, H88 1.090, H89 1.090
81 O 6.30 -26.75 27.52  C80 1.407, C82 1.482
82 C 6.43 -26.48 28.97  O81 1.482, H90 1.090, H91 1.090, H92 1.090
83 N 3.81 -28.18 25.27  C79 1.459, H93 1.010, H94 1.010
84 H 4.21 -25.51 25.18  C78 1.090
85 H 4.82 -26.29 23.82  C78 1.090
86 H 6.01 -25.62 24.97  C78 1.090
87 H 5.86 -28.08 25.36  C79 1.090
88 H 4.80 -28.20 27.68  C80 1.090
89 H 4.34 -26.54 27.53  C80 1.090
90 H 7.37 -25.96 29.12  C82 1.090
91 H 6.56 -27.43 29.49  C82 1.090
92 H 5.58 -25.93 29.38  C82 1.090
93 H 3.80 -29.07 25.75  N83 1.010
94 H 3.97 -28.37 24.29  N83 1.010
95 C 7.63 -25.32 22.73  O96 1.407, H104 1.090, H105 1.090, H106 1.090
96 O 8.40 -24.73 21.71  C95 1.407, C97 1.463
97 C 7.66 -24.02 20.68  O96 1.463, C98 1.576, H107 1.090, H108 1.090
98 C 8.53 -23.77 19.38  C97 1.576, N99 1.414, H109 1.090, H110 1.090
99 N 9.10 -24.98 18.93  C98 1.414, C100 1.501, H111 1.010
100 C 10.28 -24.87 18.01  N99 1.501, C101 1.549, H112 1.090, H113 1.090
101 C 9.98 -24.19 16.66  C100 1.549, O102 1.427, H114 1.090, H115 1.090
102 O 9.83 -22.79 16.91  C101 1.427, C103 1.399
103 C 9.39 -22.10 15.78  O102 1.399, H116 1.090, H117 1.090, H118 1.090
104 H 6.91 -26.01 22.29  C95 1.090
105 H 7.09 -24.56 23.29  C95 1.090
106 H 8.14 -25.90 23.50  C95 1.090
107 H 7.31 -23.07 21.09  C97 1.090
108 H 6.76 -24.58 20.43  C97 1.090
109 H 9.32 -23.12 19.75  C98 1.090
110 H 8.07 -23.21 18.57  C98 1.090
111 H 9.43 -25.44 19.77  N99 1.010
112 H 10.53 -25.92 17.81  C100 1.090
113 H 11.10 -24.44 18.60  C100 1.090
114 H 9.01 -24.57 16.35  C101 1.090
115 H 10.70 -24.35 15.85  C101 1.090
116 H 9.46 -21.03 15.95  C103 1.090
117 H 8.38 -22.41 15.50  C103 1.090
118 H 10.02 -22.33 14.92  C103 1.090
119 C 0.58 -18.72 22.65  O120 1.451, H128 1.090, H129 1.090, H130 1.090
120 O -0.47 -19.70 22.87  C119 1.451, C121 1.399
121 C -0.49 -20.76 21.96  O120 1.399, C122 1.536, H131 1.090, H132 1.090
122 C -0.82 -20.31 20.53  C121 1.536, N123 1.489, H133 1.090, H134 1.090
123 N -2.26 -20.09 20.22  C122 1.489, C124 1.450, H135 1.010
124 C -2.74 -18.94 20.96  N123 1.450, C125 1.550, H136 1.090, H137 1.090
125 C -4.18 -18.58 20.49  C124 1.550, O126 1.436, H138 1.090, H139 1.090
126 O -4.61 -17.43 21.22  C125 1.436, C127 1.444
127 C -5.89 -16.82 20.93  O126 1.444, H140 1.090, H141 1.090, H142 1.090
128 H 1.48 -19.29 22.43  C119 1.090
129 H 0.75 -18.02 23.47  C119 1.090
130 H 0.46 -18.08 21.78  C119 1.090
131 H -1.18 -21.57 22.20  C121 1.090
132 H 0.50 -21.21 21.91  C121 1.090
133 H -0.46 -21.09 19.87  C122 1.090
134 H -0.19 -19.46 20.26  C122 1.090
135 H -2.42 -20.05 19.22  N123 1.010
136 H -2.07 -18.09 20.84  C124 1.090
137 H -2.73 -19.21 22.02  C124 1.090
138 H -4.82 -19.44 20.70  C125 1.090
139 H -4.24 -18.47 19.41  C125 1.090
140 H -5.95 -16.37 19.94  C127 1.090
141 H -5.97 -15.93 21.55  C127 1.090
142 H -6.72 -17.50 21.12  C127 1.090
143 C 4.64 -21.74 19.01  O144 1.424, H152 1.090, H153 1.090, H154 1.090
144 O 4.47 -22.61 20.12  C143 1.424, C145 1.410
145 C 4.41 -21.93 21.36  O144 1.410, C146 1.563, H155 1.090, H156 1.090
146 C 3.99 -23.00 22.42  C145 1.563, N147 1.458, H157 1.090, H158 1.090
147 N 2.58 -23.35 22.30  C146 1.458, C148 1.441, H159 1.010
148 C 2.20 -24.38 23.23  N147 1.441, C149 1.573, H160 1.090, H161 1.090
149 C 0.76 -24.95 22.90  C148 1.573, O150 1.391, H162 1.090, H163 1.090
150 O 0.86 -25.48 21.62  C149 1.391, C151 1.407
151 C -0.42 -25.51 21.05  O150 1.407, H164 1.090, H165 1.090, H166 1.090
152 H 4.86 -22.49 18.25  C143 1.090
153 H 5.53 -21.13 19.17  C143 1.090
154 H 3.78 -21.17 18.65  C143 1.090
155 H 3.74 -21.07 21.33  C145 1.090
156 H 5.44 -21.68 21.59  C145 1.090
157 H 4.27 -22.66 23.42  C146 1.090
158 H 4.60 -23.85 22.12  C146 1.090
159 H 2.40 -23.80 21.41  N147 1.010
160 H 2.16 -23.99 24.24  C148 1.090
161 H 2.91 -25.21 23.27  C148 1.090
162 H 0.08 -24.10 22.94  C149 1.090
163 H 0.46 -25.69 23.64  C149 1.090
164 H -0.45 -25.89 20.02  C151 1.090
165 H -0.76 -24.49 20.92  C151 1.090
166 H -1.12 -26.15 21.59  C151 1.090
167 C -2.44 -18.99 16.49  O168 1.414, H176 1.090, H177 1.090, H178 1.090
168 O -2.32 -20.16 17.28  C167 1.414, C169 1.452
169 C -1.31 -21.10 16.83  O168 1.452, C170 1.542, H179 1.090, H180 1.090
170 C -0.02 -20.48 16.28  C169 1.542, N171 1.445, H181 1.090, H182 1.090
171 N 0.75 -19.74 17.26  C170 1.445, C172 1.447, H183 1.010
172 C 1.96 -19.13 16.76  N171 1.447, C173 1.585, H184 1.090, H185 1.090
173 C 2.68 -18.38 17.96  C172 1.585, O174 1.427, H186 1.090, H187 1.090
174 O 2.11 -17.16 18.44  C173 1.427, C175 1.444
175 C 2.16 -16.01 17.57  O174 1.444, H188 1.090, H189 1.090, H190 1.090
176 H -2.43 -19.12 15.41  C167 1.090
177 H -1.73 -18.20 16.76  C167 1.090
178 H -3.44 -18.59 16.67  C167 1.090
179 H -1.79 -21.75 16.10  C169 1.090
180 H -1.12 -21.77 17.67  C169 1.090
181 H -0.30 -19.83 15.45  C170 1.090
182 H 0.59 -21.31 15.91  C170 1.090
183 H 0.18 -19.11 17.80  N171 1.010
184 H 1.76 -18.37 16.00  C172 1.090
185 H 2.56 -19.93 16.32  C172 1.090
186 H 3.69 -18.13 17.64  C173 1.090
187 H 2.60 -19.05 18.81  C173 1.090
188 H 1.89 -16.37 16.58  C175 1.090
189 H 3.18 -15.62 17.48  C175 1.090
190 H 1.44 -15.25 17.86  C175 1.090
191 C 12.11 -26.26 21.17  O192 1.455, H200 1.090, H201 1.090, H202 1.090
192 O 11.23 -26.88 20.20  C191 1.455, C193 1.426
193 C 10.44 -27.92 20.78  O192 1.426, C194 1.517, H203 1.090, H204 1.090
194 C 9.50 -28.55 19.77  C193 1.517, N195 1.469, H205 1.090, H206 1.090
195 N 10.24 -29.29 18.75  C194 1.469, C196 1.496, H207 1.010
196 C 9.35 -29.68 17.60  N195 1.496, C197 1.525, H208 1.090, H209 1.090
197 C 10.16 -30.12 16.39  C196 1.525, O198 1.420, H210 1.090, H211 1.090
198 O 11.19 -29.21 16.03  C197 1.420, C199 1.412
199 C 10.84 -28.04 15.31  O198 1.412, H212 1.090, H213 1.090, H214 1.090
200 H 12.68 -25.44 20.73  C191 1.090
201 H 12.79 -27.05 21.50  C191 1.090
202 H 11.56 -25.76 21.97  C191 1.090
203 H 9.86 -27.39 21.55  C193 1.090
204 H 11.04 -28.65 21.32  C193 1.090
205 H 8.91 -27.77 19.27  C194 1.090
206 H 8.69 -29.10 20.25  C194 1.090
207 H 10.93 -28.71 18.30  N195 1.010
208 H 8.73 -28.83 17.31  C196 1.090
209 H 8.69 -30.49 17.91  C196 1.090
210 H 9.44 -30.32 15.59  C197 1.090
211 H 10.47 -31.15 16.58  C197 1.090
212 H 10.26 -27.35 15.92  C199 1.090
213 H 10.27 -28.33 14.43  C199 1.090
214 H 11.73 -27.46 15.05  C199 1.090
215 C 11.33 -25.01 28.57  O216 1.446, H224 1.090, H225 1.090, H226 1.090
216 O 10.62 -26.13 28.00  C215 1.446, C217 1.470
217 C 9.66 -25.74 26.97  O216 1.470, C218 1.550, H227 1.090, H228 1.090
218 C 9.17 -26.96 26.14  C217 1.550, N219 1.439, H229 1.090, H230 1.090
219 N 10.35 -27.45 25.49  C218 1.439, C220 1.506, H231 1.010
220 C 10.27 -28.91 25.14  N219 1.506, C221 1.497, H232 1.090, H233 1.090
221 C 11.64 -29.36 24.72  C220 1.497, O222 1.435, H234 1.090, H235 1.090
222 O 12.70 -29.08 25.63  C221 1.435, C223 1.466
223 C 12.50 -29.62 26.98  O222 1.466, H236 1.090, H237 1.090, H238 1.090
224 H 12.03 -25.28 29.36  C215 1.090
225 H 10.58 -24.32 28.97  C215 1.090
226 H 11.79 -24.37 27.81  C215 1.090
227 H 10.07 -24.98 26.30  C217 1.090
228 H 8.84 -25.26 27.51  C217 1.090
229 H 8.40 -26.68 25.42  C218 1.090
230 H 8.82 -27.65 26.90  C218 1.090
231 H 11.04 -27.39 26.23  N219 1.010
232 H 9.62 -29.18 24.31  C220 1.090
233 H 9.99 -29.46 26.04  C220 1.090
234 H 11.91 -28.76 23.85  C221 1.090
235 H 11.59 -30.39 24.36  C221 1.090
236 H 11.64 -29.14 27.44  C223 1.090
237 H 13.35 -29.56 27.66  C223 1.090
238 H 12.26 -30.69 26.92  C223 1.090
239 C 6.40 -29.22 22.91  O240 1.412, H248 1.090, H249 1.090, H250 1.090
240 O 5.24 -28.59 22.40  C239 1.412, C241 1.424
241 C 5.24 -28.22 21.03  O240 1.424, C242 1.539, H251 1.090, H252 1.090
242 C 3.93 -27.55 20.57  C241 1.539, N243 1.477, H253 1.090, H254 1.090
243 N 3.80 -27.54 19.10  C242 1.477, C244 1.447, H255 1.010
244 C 2.62 -26.90 18.57  N243 1.447, C245 1.523, H256 1.090, H257 1.090
245 C 2.73 -25.42 18.88  C244 1.523, O246 1.414, H258 1.090, H259 1.090
246 O 1.58 -24.83 18.29  C245 1.414, C247 1.456
247 C 1.21 -23.51 18.77  O246 1.456, H260 1.090, H261 1.090, H262 1.090
248 H 6.27 -29.83 23.80  C239 1.090
249 H 7.09 -28.41 23.15  C239 1.090
250 H 6.87 -29.84 22.15  C239 1.090
251 H 5.32 -29.15 20.46  C241 1.090
252 H 6.06 -27.55 20.77  C241 1.090
253 H 4.05 -26.57 21.02  C242 1.090
254 H 3.12 -28.05 21.10  C242 1.090
255 H 4.62 -27.03 18.77  N243 1.010
256 H 1.68 -27.33 18.92  C244 1.090
257 H 2.61 -26.98 17.48  C244 1.090
258 H 3.59 -24.94 18.40  C245 1.090
259 H 2.74 -25.27 19.96  C245 1.090
260 H 0.94 -23.49 19.82  C247 1.090
261 H 0.27 -23.19 18.31  C247 1.090
262 H 2.00 -22.76 18.71  C247 1.090

Computed properties:
Energy above the lowest of the compared OMol25 structures with the same formula, charge and spin in kJ/mol: 0.00
Calculated total energy in Ha: -4649.0980
LUMO in eV: 0.4
Orbital gap in Ha: 0.318

Results of the Mulliken charge analysis, in e, for atoms 1 through 99:
1. C -0.800
2. C 1.663
3. C -1.396
4. O -0.599
5. H 0.433
6. H 0.531
7. H -0.543
8. H -0.583
9. H 0.337
10. H 0.253
11. H 0.389
12. H 0.416
13. C -1.430
14. C 1.466
15. C -0.892
16. O 0.424
17. H 0.391
18. H 0.501
19. H 0.082
20. H -0.305
21. H 0.577
22. H -0.271
23. H -0.034
24. H -0.837
25. C -1.498
26. C 0.800
27. C -0.649
28. O -0.556
29. H 0.376
30. H 0.412
31. H 0.332
32. H 0.014
33. H 0.234
34. H -0.354
35. H 0.502
36. H 0.352
37. C -1.383
38. C 0.616
39. C -0.356
40. O -0.657
41. H 0.192
42. H 0.408
43. H 0.351
44. H 0.307
45. H -0.148
46. H 0.455
47. H -0.254
48. H 0.334
49. C -1.122
50. C 0.746
51. C -0.998
52. O -0.599
53. H 0.377
54. H 0.116
55. H 0.367
56. H 0.075
57. H 0.204
58. H 0.083
59. H 0.470
60. H 0.368
61. C -0.496
62. C 0.429
63. C -0.554
64. O -0.418
65. C -0.769
66. N -0.148
67. H 0.637
68. H -0.197
69. H -0.365
70. H 0.416
71. H -0.191
72. H 0.712
73. H 0.242
74. H 0.245
75. H 0.376
76. H 0.380
77. H -0.460
78. C -0.233
79. C 1.264
80. C -1.081
81. O -0.122
82. C -0.859
83. N -0.655
84. H 0.407
85. H -0.795
86. H 0.382
87. H -0.367
88. H 0.344
89. H 0.459
90. H 0.188
91. H 0.331
92. H 0.357
93. H 0.357
94. H -0.095
95. C -0.481
96. O -0.468
97. C 0.314
98. C -1.279
99. N 0.782